Model a:
Here is CH2N2O in the gas phase from OMol25. Energies are from the ωB97M-V functional and the def2-TZVPD basis.

## Properties
highest occupied orbital energy: -0.368 Ha
HOMO-LUMO gap: 10.51 eV
SMILES: O=C1NN1

Last column: Mulliken charge in e.
Atoms and positions in Å:
O 0.547 1.674 -0.332  -0.457
C -0.020 0.635 -0.222  0.619
N -0.737 -0.200 0.621  -0.361
N -0.230 -0.631 -0.716  -0.297
H -0.013 -0.252 1.618  0.279
H 0.453 -1.225 -0.969  0.217



Model b:
Here is CH2N2O in the gas phase from OMol25. Energies are from the ωB97M-V functional and the def2-TZVPD basis.

## Properties
highest occupied orbital energy (alpha / beta): -0.343 / -0.343 Ha
HOMO-LUMO gap (alpha / beta): 8.74 / 8.74 eV

Last column: Mulliken charge in e.
Atoms and positions in Å:
C -0.827 -0.622 0.109  0.192
N -0.644 0.634 0.253  -0.304
N 0.683 0.762 0.182  -0.017
O 1.226 -0.629 0.026  -0.484
H -1.428 -1.503 -0.002  0.345
H 0.989 1.358 -0.568  0.266



Model c:
Here is CH2N2O in the gas phase from OMol25. Energies are from the ωB97M-V functional and the def2-TZVPD basis.

## Properties
highest occupied orbital energy (alpha / beta): -0.305 / -0.315 Ha
HOMO-LUMO gap (alpha / beta): 8.27 / 8.31 eV

Last column: Mulliken charge in e.
Atoms and positions in Å:
C -0.260 -0.876 0.895  -0.105
N 0.407 -0.158 0.216  -0.163
N 0.069 0.809 -0.561  0.305
O -0.935 0.582 -1.230  -0.524
H 0.055 -1.992 1.099  0.191
H 0.664 1.636 -0.420  0.295



Most stable: model a (next structure +2.670 eV)